The following is a quantum chemistry calculation of a cluster of 3 separate species, C26H44BIO11 in total at a distorted geometry, from the OMol25 dataset.

Each line ends with the Löwdin charge.
Geometry (Å):
C: -0.7412 -0.8369 3.2714  0.056
C: 0.6159 -1.2896 3.2807  -0.061
C: 1.4892 -1.4109 1.9061  -0.317
C: 0.6540 -2.4670 1.0676  -0.077
C: 1.2892 -2.9321 -0.3256  -0.170
C: 0.8433 -2.0547 -1.5977  -0.191
C: -0.6375 -2.4922 -2.0575  -0.204
C: -1.8037 -1.4703 -1.6297  -0.208
C: -1.4979 0.0679 -1.9927  -0.189
C: -1.1246 0.8371 -0.6321  -0.164
C: -1.1220 2.4536 -0.7725  -0.200
O: -0.6677 2.8981 -2.0701  -0.245
C: 0.7237 2.5927 -2.3000  -0.117
O: 1.5688 -0.0173 1.5107  0.002
C: 2.2412 0.5558 2.6729  -0.392
O: 2.0284 1.6922 3.1087  0.138
O: 3.1578 -0.4576 3.1666  -0.138
C: 3.0264 -1.6373 2.2665  -0.238
B: 3.4531 -2.8457 3.2983  -0.356
C: 2.4891 -4.0546 3.7854  -0.012
O: 4.7989 -2.8160 3.8627  0.035
C: 4.1622 -1.2523 1.1467  -0.540
I: 5.7599 0.0309 1.9961  0.933
C: 4.9309 -2.5371 0.5541  -0.313
C: 5.1763 -2.2144 -1.0298  -0.123
H: -1.2611 -0.6334 2.2836  0.050
H: -1.2478 -0.6273 4.2824  0.089
H: 1.0445 -1.5112 4.3187  0.126
H: 0.3682 -3.4224 1.6435  0.128
H: -0.3596 -1.9694 0.8140  0.115
H: 2.4262 -3.0139 -0.3483  0.081
H: 0.8947 -4.0018 -0.5255  0.117
H: 1.5454 -2.3752 -2.4614  0.111
H: 0.9913 -0.9313 -1.4767  0.097
H: -0.9362 -3.5297 -1.6423  0.112
H: -0.6806 -2.6194 -3.2067  0.112
H: -2.7437 -1.7870 -2.2269  0.111
H: -2.0789 -1.6213 -0.5283  0.089
H: -0.6813 0.1164 -2.7945  0.099
H: -2.4613 0.5063 -2.4218  0.115
H: -1.8171 0.4568 0.1938  0.102
H: -0.0612 0.5461 -0.3295  0.081
H: -2.1554 2.8299 -0.4740  0.127
H: -0.3288 2.8173 -0.0099  0.126
H: 0.8386 1.6468 -2.9570  0.092
H: 1.1718 3.4524 -2.9121  0.086
H: 1.3566 2.5010 -1.3516  0.103
H: 1.9582 -3.7778 4.7754  0.095
H: 3.1824 -4.9603 3.9867  0.084
H: 1.7280 -4.4104 3.0157  0.059
H: 5.2698 -3.5222 3.3560  0.111
H: 3.7263 -0.6266 0.2899  0.093
H: 5.9728 -2.6076 1.0094  0.070
H: 4.3307 -3.5074 0.5721  0.108
H: 5.4224 -3.1513 -1.6335  0.079
H: 5.9133 -1.3550 -1.1678  0.075
H: 4.1556 -1.8448 -1.4346  0.064
C: -6.9621 -0.8586 4.8665  -0.022
C: -5.5007 -0.6072 4.5626  -0.346
C: -5.2235 0.7744 4.0476  -0.106
O: -4.0644 0.5749 3.2464  0.063
C: -4.1024 -0.7170 2.8177  -0.535
O: -3.3915 -1.1719 1.9689  0.124
O: -5.0550 -1.4279 3.4860  0.092
H: -7.3615 -0.1064 5.5500  0.092
H: -7.5598 -0.8633 3.9509  0.094
H: -7.0876 -1.8427 5.3252  0.087
H: -4.8877 -0.8352 5.4418  0.161
H: -5.0213 1.4861 4.8497  0.144
H: -6.0215 1.1722 3.4123  0.143
C: -0.6552 5.9005 -4.3680  -0.018
C: -0.8056 5.4540 -5.8061  -0.343
C: -0.0530 4.1961 -6.1255  -0.112
O: 0.2213 4.3476 -7.5137  0.064
C: 0.2615 5.6872 -7.7615  -0.538
O: 0.6586 6.1785 -8.7769  0.157
O: -0.2156 6.3966 -6.6977  0.085
H: -0.9267 5.1024 -3.6729  0.077
H: 0.3688 6.2231 -4.1598  0.094
H: -1.2984 6.7624 -4.1719  0.086
H: -1.8668 5.3595 -6.0630  0.161
H: -0.6455 3.2978 -5.9442  0.143
H: 0.8982 4.1085 -5.5902  0.136

The structure (SMILES) is C=C[C@@]1(CCCCCCCCOC)OC(=O)O[C@]1(B(C)O)[C@@H](I)CC.C[C@@H]1COC(=O)O1.C[C@@H]1COC(=O)O1. As for the HOMO energy: -9.137 eV. Its energy above the lowest of the compared OMol25 structures with the same formula, charge and spin is 0.000 eV.

=====

The following is a quantum chemistry calculation of a cluster of 8 separate species, C26H44Br4O18 in total at a distorted geometry, from the OMol25 dataset.

Each line ends with the Löwdin charge.
Geometry (Å):
C: -4.0625 5.9838 -4.0922  -0.027
C: -4.9042 7.2650 -3.9391  -0.309
C: -4.2790 8.5360 -3.3397  -0.081
O: -4.3914 9.4710 -4.3866  0.052
C: -5.1631 8.9948 -5.3908  -0.553
O: -5.5293 9.6001 -6.3651  0.149
O: -5.5158 7.7275 -5.1437  0.097
H: -3.7154 5.6070 -3.1301  0.090
H: -3.3101 6.1324 -4.8668  0.087
H: -4.7584 5.2649 -4.5246  0.083
H: -5.6652 6.7828 -3.3255  0.139
H: -3.2149 8.4583 -3.1166  0.137
H: -4.8765 9.0297 -2.5732  0.137
C: 5.4684 -1.8426 3.3705  -0.018
C: 5.1958 -2.9570 4.3871  -0.334
C: 4.5833 -2.6408 5.7412  -0.079
O: 3.6381 -3.7300 5.9535  0.047
C: 3.3698 -4.3423 4.7507  -0.511
O: 2.5881 -5.1945 4.5531  0.187
O: 4.2363 -3.8130 3.7797  0.045
H: 4.5698 -1.3289 3.0290  0.086
H: 5.8368 -2.2662 2.4361  0.083
H: 6.1258 -1.0604 3.7501  0.081
H: 6.0687 -3.5739 4.6002  0.150
H: 4.0094 -1.7150 5.7822  0.132
H: 5.3284 -2.6238 6.5366  0.131
C: 7.1698 4.7313 2.4441  -0.028
C: 6.3806 4.4048 3.6744  -0.325
C: 6.0842 5.5592 4.6383  -0.060
O: 4.8325 5.0960 5.2004  0.079
C: 4.2006 4.3925 4.2792  -0.594
O: 3.0089 4.1163 4.3532  0.127
O: 5.0482 4.0863 3.3302  0.100
H: 7.4487 3.9035 1.7921  0.087
H: 8.1542 5.1041 2.7271  0.090
H: 6.6814 5.4761 1.8159  0.094
H: 6.8918 3.5874 4.1830  0.157
H: 6.0612 6.5730 4.2386  0.140
H: 6.8482 5.5176 5.4145  0.133
C: -5.1591 -1.7806 -6.6995  -0.010
C: -4.3358 -3.0684 -6.3607  -0.332
C: -5.3200 -4.1588 -6.0951  -0.094
O: -4.9994 -5.1212 -7.1097  0.102
C: -3.8782 -4.8062 -7.6827  -0.628
O: -3.2505 -5.5554 -8.3592  0.174
O: -3.6313 -3.5312 -7.4476  0.115
H: -5.8051 -1.9748 -7.5557  0.091
H: -4.4741 -0.9489 -6.8647  0.078
H: -5.8233 -1.4183 -5.9148  0.081
H: -3.6851 -2.9446 -5.4951  0.156
H: -6.3880 -3.9586 -6.0086  0.137
H: -5.1063 -4.6027 -5.1228  0.130
C: -7.5356 -2.4600 1.3097  -0.031
O: -8.0437 -1.1336 1.2786  0.029
C: -7.7508 -0.3023 0.3305  -0.657
O: -7.0618 -0.4975 -0.6407  0.115
O: -8.1983 0.8620 0.7378  0.008
C: -8.0234 2.0498 -0.0401  -0.024
H: -7.2492 -2.8171 2.2989  0.091
H: -6.7251 -2.7306 0.6331  0.098
H: -8.4169 -3.0782 1.1386  0.094
H: -9.0130 2.5055 -0.0732  0.092
H: -7.7838 1.7740 -1.0670  0.090
H: -7.3005 2.7513 0.3765  0.095
C: 6.2414 -4.4084 -3.2653  -0.041
O: 7.5364 -5.0184 -3.3226  -0.014
C: 7.9109 -5.5425 -4.5156  -0.532
O: 7.1788 -5.7129 -5.5076  0.085
O: 9.1988 -5.9248 -4.4491  -0.028
C: 9.9480 -6.5785 -5.4227  -0.051
H: 6.0947 -3.6530 -2.4933  0.092
H: 5.6273 -5.3001 -3.1389  0.100
H: 5.9304 -3.9322 -4.1951  0.092
H: 10.0044 -5.9650 -6.3219  0.098
H: 9.3768 -7.4940 -5.5772  0.103
H: 10.9633 -6.7468 -5.0638  0.097
Br: 0.0533 -0.9656 -1.9451  0.518
C: -0.8654 -0.9764 -0.1462  -0.652
C: -0.7018 0.3788 0.6129  -0.646
Br: -1.7908 0.1729 2.2520  0.591
H: -0.4814 -1.8728 0.3407  0.046
H: -1.8846 -1.2469 -0.4222  0.036
H: -1.0541 1.2708 0.0949  0.049
H: 0.3291 0.6606 0.8274  0.057
Br: -2.9562 -2.5234 8.3657  0.541
C: -2.4719 -0.8952 9.4555  -0.641
C: -1.2503 -1.1831 10.3712  -0.668
Br: -1.2454 0.1367 11.8420  0.588
H: -3.2897 -0.5669 10.0971  0.034
H: -2.3340 -0.1179 8.7039  0.048
H: -0.2830 -1.1861 9.8687  0.055
H: -1.2703 -2.1758 10.8208  0.042

The structure (SMILES) is C[C@H]1COC(=O)O1.C[C@H]1COC(=O)O1.C[C@H]1COC(=O)O1.C[C@H]1COC(=O)O1.COC(=O)OC.COC(=O)OC.BrCCBr.BrCCBr. As for the HOMO energy: -10.390 eV.

=====

The following is a quantum chemistry calculation of a structure of composition C26H44BrHgNOP2 at a distorted geometry, from the OMol25 dataset.

Each line ends with the Löwdin charge.
Geometry (Å):
N: 3.7471 -0.9724 5.1491  0.080
C: 2.4638 -0.8990 5.5063  -0.099
C: 1.4419 -0.7778 4.5648  -0.013
C: 1.7596 -0.8589 3.2065  -0.270
C: 3.1120 -0.8759 2.8278  -0.034
C: 4.0670 -0.9651 3.8600  -0.114
C: 0.6280 -1.0422 2.2659  -0.272
Hg: 0.7862 -0.2543 0.2900  1.135
P: 0.3399 -0.5278 -1.9346  0.803
C: 0.6522 -2.2141 1.4071  -0.139
C: -0.4926 -3.1174 1.2163  -0.245
C: -0.3066 -4.3813 0.6073  -0.023
C: -1.3930 -5.1480 0.1908  -0.084
C: -2.7075 -4.6770 0.3692  -0.721
C: -2.8912 -3.4262 0.9813  -0.096
C: -1.8051 -2.6797 1.4298  -0.017
Br: -4.1505 -5.6068 -0.2347  0.909
H: -0.3248 -0.7252 2.6872  0.098
H: 1.6283 -2.6740 1.2201  0.131
H: 0.4007 -0.7320 4.8947  0.122
H: 3.4231 -0.8753 1.7798  0.100
H: 2.2268 -0.9598 6.5657  0.122
H: 5.1235 -1.0470 3.5932  0.120
H: 0.7048 -4.7191 0.3960  0.130
H: -1.9841 -1.6820 1.8274  0.088
H: -1.2249 -6.0868 -0.3329  0.120
H: -3.8824 -3.0038 1.0569  0.099
P: 0.5001 2.5218 -0.2730  0.917
C: 0.3478 -2.3277 -2.2042  -0.379
C: -0.5101 -2.9213 -3.3148  -0.099
H: 0.0514 -2.7660 -1.2292  0.040
H: 1.3959 -2.6105 -2.3128  0.095
H: -1.0780 -3.7895 -2.9526  0.085
H: -1.2208 -2.2021 -3.7332  0.045
H: 0.1172 -3.2778 -4.1377  0.087
C: 1.7096 0.3340 -2.7778  -0.409
C: 1.9100 0.2107 -4.2857  -0.110
H: 2.6357 0.0065 -2.2604  0.088
H: 1.6081 1.3930 -2.5035  0.023
H: 2.9111 0.5762 -4.5485  0.091
H: 1.8279 -0.8231 -4.6421  0.078
H: 1.1838 0.8234 -4.8342  0.080
C: -1.4309 -0.0498 -1.9603  -0.396
C: -2.1190 0.1483 -3.3053  -0.115
H: -1.5283 0.8650 -1.3515  0.021
H: -1.9623 -0.8194 -1.3737  0.090
H: -2.9783 0.8223 -3.1830  0.087
H: -1.4403 0.5792 -4.0548  0.081
H: -2.5148 -0.7998 -3.6887  0.070
C: -1.0305 3.4215 -0.7265  -0.399
C: -1.0829 4.9186 -0.4265  -0.112
H: -1.8367 2.8898 -0.1906  0.072
H: -1.1956 3.2321 -1.8028  0.086
H: -1.1063 5.1203 0.6510  0.075
H: -0.2519 5.4768 -0.8769  0.078
H: -2.0085 5.3167 -0.8544  0.090
C: 1.9049 3.4421 -1.0761  -0.386
C: 3.2599 2.8306 -0.7340  -0.136
H: 1.8189 4.4975 -0.7564  0.094
H: 1.7156 3.4116 -2.1644  0.085
H: 3.4850 2.9087 0.3385  0.079
H: 3.3097 1.7788 -1.0408  0.044
H: 4.0336 3.3784 -1.2768  0.091
C: 0.7229 3.0311 1.4717  -0.423
C: -0.4481 2.7926 2.4232  -0.134
H: 0.9944 4.0916 1.4298  0.088
H: 1.6076 2.4818 1.8141  0.064
H: -0.0649 2.3752 3.3638  0.077
H: -0.9509 3.7348 2.6869  0.086
H: -1.2092 2.0938 2.0376  0.036
C: -3.9353 0.2651 0.5635  -0.113
O: -2.7476 0.4301 1.3659  -0.191
H: -3.7713 0.7930 -0.3887  0.072
H: -4.8351 0.6751 1.0617  0.105
H: -4.0924 -0.8060 0.3436  0.069
H: -3.0434 0.4538 2.2997  0.104

The total charge is +2. As for the HOMO energy: -14.081 eV. Its energy above the lowest of the compared OMol25 structures with the same formula, charge and spin is 0.000 eV.